No. 1
C3H9NO2S | ωB97M-V/def2-TZVPD

Last columns: bonded neighbours and bond lengths (Å).
Geometry (Å):
1 N 0.000 0.000 0.000  C2 1.353, H7 1.023, H8 1.023
2 C 0.523 -0.862 -0.903  N1 1.353, O3 1.224, C4 1.520
3 O 0.918 -0.375 -1.955  C2 1.224
4 C 0.480 -2.348 -0.589  C2 1.520, C5 1.511, H9 1.107, H10 1.107
5 C 1.409 -3.071 -1.535  C4 1.511, S6 1.861, H11 1.107, H12 1.107
6 S 1.231 -4.911 -1.328  C5 1.861, H13 1.350
7 H -0.289 -0.292 0.937  N1 1.023
8 H -0.230 0.938 -0.337  N1 1.023
9 H 0.900 -2.672 0.383  C4 1.107
10 H -0.572 -2.691 -0.632  C4 1.107
11 H 1.113 -2.727 -2.545  C5 1.107
12 H 2.488 -2.857 -1.410  C5 1.107
13 H 0.075 -5.037 -2.014  S6 1.350
14 O -0.638 6.569 -1.185  H15 0.984, H16 0.984
15 H 0.260 6.509 -1.584  O14 0.984
16 H -0.960 7.466 -1.431  O14 0.984

Summary:
energy relative to the best compared isomer or geometry (same formula, charge and spin)	93.5	kJ/mol
F_max	1.7	eV/Å
Kohn-Sham gap	9.877	eV
HOMO level	-9.09	eV


No. 2
C3H9NO2S2 | ωB97M-V/def2-TZVPD

Last columns: bonded neighbours and bond lengths (Å).
Geometry (Å):
1 O 2.273 1.410 -2.376  C2 1.212
2 C 1.317 0.686 -2.207  O1 1.212, N3 1.345, H8 1.102
3 N 1.186 -0.181 -1.186  C2 1.345, C4 1.447, H9 1.009
4 C -0.051 -0.865 -0.877  N3 1.447, C5 1.505, H10 1.078, H11 1.093
5 C -0.824 -0.126 0.182  C4 1.505, S6 1.824, H12 1.089, H13 1.098
6 S -1.778 -1.216 1.290  C5 1.824, S7 2.017
7 S -3.623 -0.425 1.474  S6 2.017, H14 1.350
8 H 0.488 0.683 -2.933  C2 1.102
9 H 1.884 -0.209 -0.458  N3 1.009
10 H -0.573 -0.974 -1.814  C4 1.078
11 H 0.188 -1.894 -0.598  C4 1.093
12 H -1.450 0.659 -0.241  C5 1.089
13 H -0.152 0.422 0.854  C5 1.098
14 H -4.285 -0.812 0.363  S7 1.350
15 O 1.575 0.756 2.553  H16 0.965, H17 0.967
16 H 1.294 1.317 3.286  O15 0.965
17 H 2.532 0.768 2.688  O15 0.967

Summary:
energy relative to the best compared isomer or geometry (same formula, charge and spin)	76.7	kJ/mol
F_max	1.3	eV/Å
Kohn-Sham gap	9.534	eV
HOMO level	-9.11	eV


No. 3
C3H9NO2S2 | ωB97M-V/def2-TZVPD

Last columns: bonded neighbours and bond lengths (Å).
Geometry (Å):
1 N 2.064 0.753 1.598  C2 1.371, H8 1.003, H9 1.007
2 C 1.475 1.671 0.768  N1 1.371, O3 1.208, C4 1.514
3 O 1.747 2.846 0.841  C2 1.208
4 C 0.404 1.154 -0.168  C2 1.514, C5 1.512, H10 1.072, H11 1.083
5 C 0.564 -0.226 -0.766  C4 1.512, S6 1.816, H12 1.084, H13 1.091
6 S -0.833 -0.606 -1.862  C5 1.816, S7 2.036
7 S -1.461 -2.456 -1.287  S6 2.036, H14 1.342
8 H 1.898 -0.235 1.535  N1 1.003
9 H 2.537 1.149 2.394  N1 1.007
10 H -0.495 1.326 0.391  C4 1.072
11 H 0.436 1.889 -0.962  C4 1.083
12 H 0.697 -1.010 -0.030  C5 1.084
13 H 1.475 -0.253 -1.366  C5 1.091
14 H -2.282 -2.136 -0.274  S7 1.342
15 O -0.851 0.407 3.602  H16 0.967, H17 0.962
16 H -0.011 -0.011 3.836  O15 0.967
17 H -1.195 0.742 4.436  O15 0.962

Summary:
energy relative to the best compared isomer or geometry (same formula, charge and spin)	36.0	kJ/mol
F_max	1.2	eV/Å
Kohn-Sham gap	9.583	eV
HOMO level	-9.25	eV


No. 4
C3H9NO2S2 | ωB97M-V/def2-TZVPD

Last columns: bonded neighbours and bond lengths (Å).
Geometry (Å):
1 C -2.211 -0.099 1.259  C3 1.482, H9 1.079, H10 1.120, H11 1.158
2 C 3.177 0.955 -0.235  S8 1.776, H12 0.979, H13 1.155, H14 1.063
3 C -1.034 -0.278 0.377  C1 1.482, S7 1.762, H15 1.138
4 N -1.834 -0.661 -1.657  H16 1.021, H17 1.005
5 O 1.681 -0.094 -1.983  S8 1.423
6 O 1.899 -1.356 0.120  S8 1.440
7 S 0.039 1.105 0.178  C3 1.762, S8 2.242
8 S 1.782 -0.094 -0.563  C2 1.776, O5 1.423, O6 1.440, S7 2.242
9 H -2.031 0.253 2.263  C1 1.079
10 H -3.017 0.570 0.863  C1 1.120
11 H -2.695 -1.126 1.488  C1 1.158
12 H 3.808 0.772 -0.961  C2 0.979
13 H 2.765 2.025 -0.096  C2 1.155
14 H 3.368 0.534 0.722  C2 1.063
15 H -0.609 -1.330 0.292  C3 1.138
16 H -1.032 -0.542 -2.278  N4 1.021
17 H -1.934 -1.632 -1.414  N4 1.005

Summary:
energy relative to the best compared isomer or geometry (same formula, charge and spin)	488.6	kJ/mol
F_max	7.3	eV/Å
Kohn-Sham gap (spin up / spin down)	8.169 / 8.167	eV
HOMO level (spin up / spin down)	-8.45 / -8.45	eV


No. 5
C3H9NO2Si | ωB97M-V/def2-TZVPD

Last columns: bonded neighbours and bond lengths (Å).
Geometry (Å):
1 C 0.628 1.900 -0.138  Si7 2.009, H8 1.062, H9 1.050, H10 1.030
2 C -1.720 -0.270 0.058  Si7 1.943, H11 1.089, H12 1.089, H13 1.028
3 C 1.231 -1.123 0.006  Si7 1.936, H14 1.091, H15 1.174, H16 1.095
4 N 1.242 1.461 -3.366  O5 1.126
5 O 0.779 1.658 -4.373  N4 1.126
6 O -0.166 0.210 -2.401  Si7 1.611
7 Si -0.020 0.117 -0.799  C1 2.009, C2 1.943, C3 1.936, O6 1.611
8 H 0.002 2.716 -0.405  C1 1.062
9 H 0.607 1.774 0.905  C1 1.050
10 H 1.572 2.216 -0.403  C1 1.030
11 H -1.863 -1.249 0.510  C2 1.089
12 H -1.773 0.474 0.852  C2 1.089
13 H -2.578 -0.304 -0.509  C2 1.028
14 H 0.936 -2.153 0.208  C3 1.091
15 H 1.923 -1.234 -0.936  C3 1.174
16 H 1.739 -0.596 0.819  C3 1.095

Summary:
energy relative to the best compared isomer or geometry (same formula, charge and spin)	583.7	kJ/mol
F_max	3.7	eV/Å
Kohn-Sham gap (spin up / spin down)	7.089 / 7.098	eV
HOMO level (spin up / spin down)	-9.21 / -9.22	eV


No. 6
C3H9NO3 | ωB97M-V/def2-TZVPD

Last columns: bonded neighbours and bond lengths (Å).
Geometry (Å):
1 O 1.712 1.897 0.543  C2 1.241
2 C 1.267 0.950 1.210  O1 1.241, N3 1.371, H7 1.102
3 N 0.093 0.377 0.792  C2 1.371, C4 1.433, H8 0.975
4 C -0.066 -1.028 0.562  N3 1.433, C5 1.452, H9 1.076, H10 1.091
5 C -1.362 -1.550 0.170  C4 1.452, O6 1.417, H11 1.152, H12 1.118
6 O -1.418 -2.881 -0.316  C5 1.417, H13 0.940
7 H 1.785 0.617 2.124  C2 1.102
8 H -0.344 1.067 0.258  N3 0.975
9 H 0.364 -1.491 1.433  C4 1.076
10 H 0.691 -1.206 -0.204  C4 1.091
11 H -1.766 -0.879 -0.675  C5 1.152
12 H -1.985 -1.270 1.054  C5 1.118
13 H -2.041 -3.329 0.227  O6 0.940
14 O 0.086 2.041 -2.359  H15 1.069, H16 0.953
15 H 0.195 2.964 -2.888  O14 1.069
16 H 0.384 2.192 -1.466  O14 0.953

Summary:
energy relative to the best compared isomer or geometry (same formula, charge and spin)	237.3	kJ/mol
F_max	4.1	eV/Å
Kohn-Sham gap	10.410	eV
HOMO level	-9.68	eV


No. 7
C3H9NO3 | ωB97M-V/def2-TZVPD

Last columns: bonded neighbours and bond lengths (Å).
Geometry (Å):
1 O 1.746 1.171 -0.750  C2 1.211
2 C 1.354 0.184 -1.333  O1 1.211, C3 1.499, H7 1.099
3 C 0.180 -0.577 -0.797  C2 1.499, N4 1.449, H8 1.104, H9 1.092
4 N -0.958 0.289 -0.561  C3 1.449, C5 1.450, H10 1.010
5 C -2.155 -0.347 -0.049  N4 1.450, O6 1.420, H11 1.089, H12 1.095
6 O -2.841 0.589 0.769  C5 1.420, H13 0.961
7 H 1.984 -0.271 -2.111  C2 1.099
8 H 0.520 -1.000 0.165  C3 1.104
9 H -0.059 -1.396 -1.479  C3 1.092
10 H -0.635 1.080 -0.022  N4 1.010
11 H -2.828 -0.557 -0.879  C5 1.089
12 H -1.820 -1.239 0.492  C5 1.095
13 H -3.309 0.033 1.398  O6 0.961
14 O 2.839 0.328 1.842  H15 0.971, H16 0.960
15 H 3.246 1.041 2.361  O14 0.971
16 H 2.735 0.673 0.953  O14 0.960

Summary:
energy relative to the best compared isomer or geometry (same formula, charge and spin)	223.0	kJ/mol
F_max	1.5	eV/Å
Kohn-Sham gap	9.584	eV
HOMO level	-9.05	eV


No. 8
C3H9NO3 | ωB97M-V/def2-TZVPD

Last columns: bonded neighbours and bond lengths (Å).
Geometry (Å):
1 N -0.798 -0.552 1.382  C2 1.428, H7 1.013, H8 1.008
2 C -0.676 0.730 0.766  N1 1.428, C3 1.550, C5 1.569, H9 1.093
3 C -1.813 0.879 -0.277  C2 1.550, O4 1.205, H10 1.106
4 O -1.969 1.870 -0.944  C3 1.205
5 C 0.644 1.032 -0.027  C2 1.569, O6 1.422, H11 1.087, H12 1.110
6 O 1.769 0.354 0.517  C5 1.422, H13 0.958
7 H -0.191 -1.194 0.886  N1 1.013
8 H -0.648 -0.596 2.378  N1 1.008
9 H -1.000 1.611 1.327  C2 1.093
10 H -2.381 -0.022 -0.571  C3 1.106
11 H 0.533 0.833 -1.089  C5 1.087
12 H 0.926 2.100 -0.128  C5 1.110
13 H 2.237 0.942 1.112  O6 0.958
14 O 0.915 -2.449 -1.521  H15 0.957, H16 0.970
15 H 1.248 -3.338 -1.400  O14 0.957
16 H 1.206 -2.201 -2.412  O14 0.970

Summary:
energy relative to the best compared isomer or geometry (same formula, charge and spin)	231.6	kJ/mol
F_max	2.6	eV/Å
Kohn-Sham gap	9.636	eV
HOMO level	-8.99	eV


No. 9
C3H9NO3 | ωB97M-V/def2-TZVPD

Last columns: bonded neighbours and bond lengths (Å).
Geometry (Å):
1 C -0.560 -0.758 -1.486  C2 1.541, H7 1.141, H8 1.101, H9 1.126
2 C 0.876 -0.207 -1.587  C1 1.541, O3 1.209, N4 1.358
3 O 1.663 -0.763 -2.317  C2 1.209
4 N 1.225 0.849 -0.807  C2 1.358, C5 1.481, H10 1.053
5 C 0.596 0.897 0.533  N4 1.481, O6 1.485, H11 1.105, H12 1.125
6 O 1.303 0.209 1.642  C5 1.485, H13 0.995
7 H -0.508 -1.371 -0.524  C1 1.141
8 H -1.301 0.046 -1.355  C1 1.101
9 H -0.663 -1.317 -2.458  C1 1.126
10 H 2.150 1.347 -0.884  N4 1.053
11 H 0.309 1.917 0.847  C5 1.105
12 H -0.408 0.402 0.651  C5 1.125
13 H 1.531 -0.606 1.117  O6 0.995
14 O -2.421 -0.350 2.294  H15 0.898, H16 0.929
15 H -1.716 -0.265 2.843  O14 0.898
16 H -2.076 -0.031 1.493  O14 0.929

Summary:
energy relative to the best compared isomer or geometry (same formula, charge and spin)	197.5	kJ/mol
F_max	4.3	eV/Å
Kohn-Sham gap	10.710	eV
HOMO level	-10.19	eV


No. 10
C3H9NO3 | ωB97M-V/def2-TZVPD

Last columns: bonded neighbours and bond lengths (Å).
Geometry (Å):
1 O 1.068 -1.294 0.144  C2 1.184
2 C 0.609 -0.220 0.338  O1 1.184, O3 1.351, C4 1.531
3 O 0.126 0.246 1.510  C2 1.351, H7 0.972
4 C 0.608 0.891 -0.715  C2 1.531, C5 1.576, N6 1.428, H8 1.104
5 C 0.165 0.299 -2.106  C4 1.576, H9 1.086, H10 1.087, H11 1.088
6 N -0.175 2.026 -0.340  C4 1.428, H12 1.039, H13 1.010
7 H -0.501 -0.383 1.906  O3 0.972
8 H 1.632 1.280 -0.854  C4 1.104
9 H 0.832 -0.538 -2.288  C5 1.086
10 H -0.883 0.020 -2.024  C5 1.087
11 H 0.296 1.020 -2.911  C5 1.088
12 H -0.430 1.991 0.666  N6 1.039
13 H 0.285 2.907 -0.519  N6 1.010
14 H -1.266 -1.858 0.309  O16 0.960
15 H -2.662 -1.538 0.975  O16 0.967
16 O -1.757 -1.841 1.134  H14 0.960, H15 0.967

Summary:
total charge	+1
multiplicity	2
⟨S²⟩	0.7547
energy relative to the best compared isomer or geometry (same formula, charge and spin)	37.5	kJ/mol
F_max	2.8	eV/Å
Kohn-Sham gap (spin up / spin down)	11.955 / 6.521	eV
HOMO level (spin up / spin down)	-15.75 / -15.72	eV


No. 11
C3H9NO3S | ωB97M-V/def2-TZVPD

Last columns: bonded neighbours and bond lengths (Å).
Geometry (Å):
1 C -1.142 1.406 -0.012  N2 1.463, H9 1.097, H10 1.062, H11 1.112
2 N -0.882 0.022 0.385  C1 1.463, C3 1.395, H12 0.963
3 C 0.199 -0.594 -0.246  N2 1.395, C4 1.478, S5 1.904, H13 1.257
4 C 0.326 -2.008 0.168  C3 1.478, H14 1.227, H15 1.092, H16 1.015
5 S 1.861 0.214 0.211  C3 1.904, O6 1.415, O7 1.488, O8 1.700
6 O 1.756 0.387 1.612  S5 1.415
7 O 2.995 -0.559 -0.362  S5 1.488
8 O 2.020 1.728 -0.547  S5 1.700, H17 1.029
9 H -1.455 1.926 0.901  C1 1.097
10 H -0.175 1.747 -0.285  C1 1.062
11 H -1.827 1.407 -0.888  C1 1.112
12 H -0.994 -0.102 1.334  N2 0.963
13 H -0.072 -0.610 -1.473  C3 1.257
14 H -0.623 -2.735 -0.107  C4 1.227
15 H 0.602 -2.059 1.224  C4 1.092
16 H 1.112 -2.466 -0.281  C4 1.015
17 H 2.622 1.518 -1.355  O8 1.029

Summary:
energy relative to the best compared isomer or geometry (same formula, charge and spin)	277.1	kJ/mol
F_max	4.1	eV/Å
Kohn-Sham gap	9.854	eV
HOMO level	-9.29	eV


No. 12
C3H9NO3S | ωB97M-V/def2-TZVPD

Last columns: bonded neighbours and bond lengths (Å).
Geometry (Å):
1 C 2.900 -1.716 -0.306  N2 1.455, H9 1.098, H10 1.095, H11 1.094
2 N 2.126 -1.501 0.907  C1 1.455, C3 1.458, H12 0.997
3 C 1.145 -0.424 0.845  N2 1.458, C4 1.537, H13 1.108, H14 1.072
4 C 0.031 -0.670 -0.186  C3 1.537, S5 1.785, H15 1.103, H16 1.106
5 S -1.207 0.616 -0.165  C4 1.785, O6 1.448, O7 1.448, O8 1.631
6 O -1.657 0.803 1.198  S5 1.448
7 O -2.150 0.425 -1.248  S5 1.448
8 O -0.281 1.891 -0.586  S5 1.631, H17 0.947
9 H 3.421 -0.783 -0.556  C1 1.098
10 H 2.318 -2.041 -1.175  C1 1.095
11 H 3.678 -2.463 -0.118  C1 1.094
12 H 1.701 -2.343 1.231  N2 0.997
13 H 1.697 0.505 0.596  C3 1.108
14 H 0.681 -0.318 1.805  C3 1.072
15 H 0.413 -0.705 -1.220  C4 1.103
16 H -0.527 -1.602 0.023  C4 1.106
17 H -0.703 2.308 -1.325  O8 0.947

Summary:
energy relative to the best compared isomer or geometry (same formula, charge and spin)	139.5	kJ/mol
F_max	1.6	eV/Å
Kohn-Sham gap	9.873	eV
HOMO level	-9.29	eV